# 1
Entry from the Open Molecules 2025 dataset: a molecular structure, C36H44MnN4O7SSe2 at a distorted geometry (ωB97M-V/def2-TZVPD).

Output
* relative energy (zero: lowest compared OMol25 entry of this formula, charge and spin): 1.5142 eV
* E_LUMO (alpha / beta): -6.854 / -5.414 eV
* ⟨S²⟩: 3.932

ORCA input file:
```
! RIJCOSX wB97M-V def2-TZVPD def2/J DEFGRID3
* xyz 2 4
Mn 0.766 -0.477 0.155
C -3.259 -0.052 -2.805
O -2.629 -1.239 -2.364
C -2.172 -2.137 -3.283
C -2.219 -1.978 -4.661
C -1.734 -2.971 -5.496
C -1.182 -4.128 -4.975
C -1.132 -4.301 -3.603
C -1.626 -3.322 -2.756
N -1.688 -3.564 -1.353
C -1.557 -2.560 -0.431
N -2.494 -2.535 0.539
C -2.992 -1.459 1.288
C -2.233 -0.485 1.927
C -2.858 0.621 2.499
C -4.234 0.721 2.481
C -5.013 -0.291 1.942
C -4.406 -1.392 1.358
O -5.055 -2.447 0.801
C -6.447 -2.594 1.044
N -0.531 -1.741 -0.501
C 0.468 -1.964 -1.466
C 0.649 -1.026 -2.499
C 1.528 -1.297 -3.535
C 2.213 -2.504 -3.555
C 2.069 -3.434 -2.536
C 1.214 -3.182 -1.472
O 0.994 -3.993 -0.418
C 1.636 -5.257 -0.393
H -3.651 0.416 -1.904
H -4.088 -0.260 -3.485
H -2.546 0.626 -3.283
H -2.663 -1.097 -5.093
H -1.801 -2.847 -6.565
H -0.812 -4.905 -5.627
H -0.738 -5.211 -3.174
H -2.339 -4.301 -1.105
H -3.251 -3.201 0.395
H -2.258 1.389 2.959
H -4.716 1.587 2.907
H -6.086 -0.206 1.955
H -6.735 -3.527 0.564
H -7.019 -1.774 0.602
H -6.648 -2.659 2.114
H 0.014 -0.142 -2.502
H 1.654 -0.593 -4.342
H 2.870 -2.726 -4.379
H 2.615 -4.361 -2.594
H 1.288 -5.746 0.514
H 2.722 -5.143 -0.345
H 1.350 -5.852 -1.263
C 3.555 0.607 -1.816
Se 2.774 0.980 -0.054
C 4.155 0.032 0.980
C 4.071 -1.475 0.891
Se 2.325 -2.209 1.494
C 2.595 -1.914 3.404
H 4.543 1.066 -1.839
H 2.936 1.089 -2.570
H 3.632 -0.458 -2.018
H 4.058 0.398 2.002
H 5.109 0.392 0.592
H 4.833 -1.926 1.532
H 4.214 -1.838 -0.131
H 3.363 -2.610 3.742
H 1.659 -2.137 3.908
H 2.896 -0.889 3.601
C 0.292 8.267 0.043
C 0.908 7.097 0.734
C 1.108 5.888 0.074
C 1.701 4.815 0.718
C 2.100 4.964 2.030
C 1.901 6.149 2.716
C 1.305 7.210 2.066
S 2.773 3.614 2.962
O 3.782 4.037 3.869
O 3.083 2.502 2.076
N 1.480 3.076 3.892
C 0.384 2.488 3.159
C 0.722 1.004 2.907
C -0.057 0.435 1.747
O -0.860 -0.664 2.081
O -0.313 1.040 0.687
H 0.196 8.095 -1.025
H 0.896 9.156 0.208
H -0.697 8.470 0.451
H 0.805 5.791 -0.957
H 1.878 3.875 0.210
H 2.241 6.224 3.737
H 1.153 8.141 2.591
H 1.227 3.751 4.597
H 0.241 2.990 2.191
H -0.533 2.579 3.743
H 0.538 0.412 3.803
H 1.793 1.004 2.690
*
```

***

# 2
Entry from the Open Molecules 2025 dataset: a molecular structure, C3H7NO at a distorted geometry (ωB97M-V/def2-TZVPD).

Output
* relative energy (zero: lowest compared OMol25 entry of this formula, charge and spin): 2.6643 eV
* E_LUMO: 0.925 eV

ORCA input file:
```
! RIJCOSX wB97M-V def2-TZVPD def2/J DEFGRID3
* xyz 0 1
C -0.542 0.042 0.446
C 0.560 1.011 -0.015
C 0.505 -1.039 -0.012
H -2.401 -0.742 0.227
H -2.354 0.861 -0.319
H -0.686 0.194 1.517
H 0.713 1.756 0.817
H 0.258 1.582 -1.003
H 0.729 -1.828 0.721
H 0.228 -1.410 -0.989
N -1.762 -0.045 -0.311
O 1.588 -0.023 -0.164
*
```

***

# 3
Entry from the Open Molecules 2025 dataset: a molecular structure, C30H25CoN4OP at a distorted geometry (ωB97M-V/def2-TZVPD).

Output
* E_LUMO (alpha / beta): 0.211 / 0.171 eV
* ⟨S²⟩: 3.770

ORCA input file:
```
! RIJCOSX wB97M-V def2-TZVPD def2/J DEFGRID3
* xyz 0 4
Co 0.028 2.039 -0.070
O -1.376 5.693 0.017
C -1.254 4.468 -0.001
N -0.058 3.808 -0.009
C 1.129 4.624 0.002
C 2.293 3.694 -0.036
C 3.605 4.096 0.076
C 4.630 3.155 0.016
C 4.261 1.827 -0.203
C 2.935 1.491 -0.310
N 1.923 2.389 -0.195
C -2.334 3.496 -0.011
C -3.671 3.868 0.000
C -4.650 2.902 0.002
C -4.223 1.558 0.022
C -2.885 1.257 0.014
N -1.905 2.183 -0.025
H 1.146 5.258 0.899
H 1.133 5.298 -0.867
H 3.836 5.142 0.214
H 5.663 3.448 0.121
H 5.015 1.059 -0.288
H 2.640 0.471 -0.501
H -3.886 4.925 0.003
H -5.699 3.155 -0.009
H -4.949 0.757 0.041
H -2.562 0.223 0.036
N 0.140 0.316 -0.027
P 0.022 -1.237 0.034
C -0.111 -1.898 1.728
C 0.046 -3.258 1.964
C -0.008 -3.741 3.258
C -0.210 -2.864 4.315
C -0.357 -1.506 4.079
C -0.306 -1.018 2.786
C 1.468 -2.121 -0.677
C 2.712 -1.905 -0.091
C 3.855 -2.423 -0.671
C 3.767 -3.153 -1.845
C 2.528 -3.396 -2.416
C 1.383 -2.884 -1.835
C -1.418 -1.862 -0.909
C -2.495 -2.512 -0.318
C -3.616 -2.810 -1.076
C -3.666 -2.464 -2.416
C -2.591 -1.817 -3.009
C -1.478 -1.502 -2.252
H 0.208 -3.927 1.129
H 0.112 -4.797 3.445
H -0.245 -3.244 5.325
H -0.507 -0.828 4.908
H -0.411 0.040 2.573
H 2.777 -1.329 0.824
H 4.817 -2.242 -0.214
H 4.659 -3.543 -2.314
H 2.452 -3.967 -3.328
H 0.421 -3.089 -2.277
H -2.456 -2.781 0.727
H -4.455 -3.310 -0.614
H -4.547 -2.690 -2.998
H -2.626 -1.555 -4.056
H -0.645 -0.969 -2.692
*
```

***

# 4
Entry from the Open Molecules 2025 dataset: a molecular structure, C24H14ClIN7O4S4SeTc at a distorted geometry (ωB97M-V/def2-TZVPD).

Output
* E_LUMO (alpha / beta): 0.661 / -0.369 eV
* ⟨S²⟩: 1.042

ORCA input file:
```
! RIJCOSX wB97M-V def2-TZVPD def2/J DEFGRID3
* xyz -1 2
Tc 0.352 0.080 -0.580
S 1.828 1.520 0.560
C 1.627 3.074 -0.208
C 2.184 4.209 0.380
C 2.038 5.459 -0.196
C 2.616 6.616 0.448
N 3.087 7.526 0.971
C 1.324 5.579 -1.402
C 0.778 4.457 -1.994
C 0.913 3.188 -1.414
S 0.254 1.799 -2.215
C 1.155 6.870 -2.032
N 1.024 7.895 -2.538
H 2.735 4.113 1.308
H 0.229 4.555 -2.923
N 1.647 -0.815 2.754
C 1.109 -1.776 1.973
N 0.419 -1.567 0.874
C -0.155 -2.753 0.411
C 0.158 -3.858 1.102
S 1.152 -3.442 2.450
C -1.020 -2.625 -0.757
C -1.926 -3.502 -1.210
S -2.721 -2.855 -2.601
C -1.784 -1.399 -2.467
N -0.934 -1.421 -1.456
N -1.935 -0.401 -3.330
H 1.661 0.123 2.371
H 2.466 -1.054 3.294
H -0.131 -4.881 0.911
H -2.195 -4.467 -0.806
H -2.713 -0.388 -3.957
H -1.393 0.442 -3.207
I -4.575 -3.507 4.979
C -3.915 -2.196 3.482
C -2.682 -1.575 3.620
C -2.246 -0.720 2.613
C -3.031 -0.492 1.487
C -4.267 -1.114 1.379
C -4.720 -1.971 2.375
C -2.528 0.350 0.329
O -3.237 0.501 -0.647
O -1.281 0.726 0.447
H -2.067 -1.758 4.492
H -1.290 -0.220 2.692
H -4.861 -0.924 0.494
H -5.682 -2.460 2.286
Cl 3.196 -3.262 -4.249
C 3.286 -2.019 -2.973
C 1.956 -1.314 -2.706
O 1.107 -1.222 -3.565
O 1.937 -0.817 -1.489
H 4.012 -1.275 -3.287
H 3.642 -2.497 -2.068
Se 4.109 -0.965 0.380
C 4.558 -0.827 2.135
N 4.732 -0.746 3.282
*
```